No. 1
Formula: C55H120Cl4N10
Source: the OMol25 dataset
Level of theory: ωB97M-V with the def2-TZVPD basis set

The calculation puts the highest occupied orbital energy at -8.00 eV. Its net charge is 0. Its energy is -4555.61291 Eh. The structure (SMILES) is ClC(Cl)(Cl)Cl.c1cc[nH]c1.c1cc[nH]c1.c1cc[nH]c1.CCN(CC)CC.CCN(CC)CC.CCN(CC)CC.CCN(CC)CC.CCN(CC)CC.CCN(CC)CC.CCN(CC)CC.

```
189
C55H120Cl4N10, DFT ωB97M-V with the def2-TZVPD basis set
Cl 3.067 39.490 -42.858
C 4.010 38.987 -41.471
Cl 5.691 39.339 -41.765
Cl 3.529 39.910 -39.932
Cl 3.824 37.225 -41.198
C -3.523 37.096 -35.032
C -4.060 35.816 -35.102
C -5.296 36.009 -35.623
N -5.538 37.348 -36.011
C -4.424 38.054 -35.532
H -2.483 37.287 -34.810
H -3.627 34.896 -34.737
H -5.972 35.262 -36.015
H -6.332 37.674 -36.544
H -4.353 39.130 -35.585
C 0.778 39.408 -32.021
C 1.094 40.097 -33.172
C 2.181 39.435 -33.696
N 2.548 38.384 -32.862
C 1.801 38.526 -31.709
H -0.094 39.651 -31.432
H 0.510 40.865 -33.656
H 2.686 39.506 -34.648
H 3.176 37.624 -33.085
H 2.106 37.894 -30.888
C -4.306 42.205 -32.178
C -5.705 42.259 -31.919
C -6.033 43.554 -31.621
N -4.880 44.344 -31.819
C -3.798 43.530 -32.073
H -3.786 41.262 -32.261
H -6.362 41.402 -31.880
H -6.964 44.044 -31.380
H -4.869 45.347 -31.703
H -2.809 43.954 -32.167
C -4.203 44.113 -37.999
C -3.570 43.997 -39.433
N -2.098 44.006 -39.434
C -1.486 45.335 -39.075
C -2.059 46.443 -39.934
C -1.472 42.969 -38.631
C -1.732 41.541 -39.220
H -3.824 44.960 -37.428
H -4.093 43.233 -37.365
H -5.272 44.306 -38.082
H -3.956 43.101 -39.918
H -3.837 44.727 -40.198
H -1.655 45.490 -38.009
H -0.407 45.309 -39.228
H -1.494 47.354 -39.736
H -1.865 46.268 -40.992
H -3.087 46.684 -39.662
H -1.753 42.945 -37.578
H -0.394 43.102 -38.726
H -1.172 40.880 -38.559
H -1.174 41.314 -40.129
H -2.799 41.325 -39.280
C 6.449 37.146 -35.987
C 6.265 35.702 -35.512
N 4.921 35.320 -35.033
C 4.972 34.168 -34.134
C 5.773 34.430 -32.823
C 4.054 35.324 -36.247
C 2.656 34.679 -36.083
H 5.847 37.375 -36.867
H 7.496 37.343 -36.221
H 6.174 37.822 -35.178
H 6.726 35.007 -36.214
H 6.973 35.733 -34.684
H 4.034 33.758 -33.761
H 5.356 33.328 -34.713
H 6.839 34.531 -33.027
H 5.481 35.395 -32.408
H 5.694 33.666 -32.050
H 4.613 34.880 -37.070
H 3.812 36.341 -36.554
H 2.177 34.547 -37.053
H 2.061 35.336 -35.450
H 2.810 33.774 -35.495
C 11.444 37.402 -29.305
C 10.106 37.217 -28.630
N 9.425 38.441 -28.343
C 9.185 39.227 -29.563
C 8.237 38.697 -30.630
C 8.165 38.194 -27.611
C 8.416 37.581 -26.206
H 12.002 36.477 -29.158
H 12.089 38.199 -28.933
H 11.301 37.480 -30.383
H 9.531 36.523 -29.243
H 10.230 36.769 -27.644
H 8.748 40.177 -29.257
H 10.179 39.525 -29.896
H 8.617 37.744 -30.996
H 7.208 38.579 -30.290
H 8.238 39.437 -31.431
H 7.530 37.529 -28.196
H 7.652 39.152 -27.530
H 7.529 37.786 -25.606
H 9.311 38.013 -25.758
H 8.719 36.535 -26.244
C -2.475 40.847 -22.234
C -3.520 40.624 -23.307
N -3.357 41.639 -24.401
C -4.506 41.666 -25.285
C -5.736 42.240 -24.697
C -2.061 41.450 -25.109
C -1.877 42.340 -26.318
H -2.763 40.181 -21.420
H -2.530 41.859 -21.832
H -1.441 40.676 -22.534
H -3.406 39.586 -23.619
H -4.541 40.679 -22.931
H -4.685 40.652 -25.641
H -4.308 42.272 -26.169
H -5.436 42.998 -23.973
H -6.342 41.512 -24.159
H -6.477 42.753 -25.309
H -1.263 41.780 -24.443
H -1.961 40.399 -25.381
H -2.470 41.988 -27.162
H -2.140 43.336 -25.962
H -0.823 42.338 -26.598
C 2.205 37.059 -25.072
C 1.959 36.891 -23.588
N 1.376 35.551 -23.358
C 0.081 35.255 -23.992
C -0.366 33.871 -23.803
C 1.484 35.231 -21.911
C 0.420 35.880 -21.042
H 3.012 36.434 -25.455
H 2.628 38.040 -25.288
H 1.356 36.966 -25.749
H 2.920 36.904 -23.073
H 1.378 37.737 -23.221
H -0.686 35.950 -23.650
H 0.211 35.360 -25.069
H -1.213 33.598 -24.432
H 0.351 33.071 -23.990
H -0.688 33.772 -22.766
H 2.431 35.595 -21.512
H 1.408 34.150 -21.790
H 0.735 36.922 -21.093
H 0.394 35.535 -20.008
H -0.621 35.752 -21.338
C -0.556 33.843 -30.431
C -1.167 34.135 -29.064
N -2.579 34.352 -29.047
C -2.927 35.655 -29.472
C -2.582 36.767 -28.529
C -3.409 33.276 -29.651
C -3.320 31.929 -28.954
H -0.570 34.727 -31.070
H -1.005 32.949 -30.862
H 0.474 33.500 -30.335
H -1.014 33.355 -28.318
H -0.670 35.017 -28.659
H -2.424 35.928 -30.399
H -4.002 35.731 -29.638
H -2.918 36.524 -27.521
H -1.527 37.022 -28.430
H -3.046 37.686 -28.888
H -3.133 33.183 -30.702
H -4.420 33.661 -29.517
H -4.030 31.213 -29.368
H -3.713 32.079 -27.948
H -2.367 31.424 -28.797
C 2.838 44.916 -31.802
C 4.265 44.457 -31.777
N 4.936 44.495 -30.451
C 4.506 43.364 -29.593
C 4.964 43.658 -28.142
C 6.354 44.418 -30.635
C 7.029 45.751 -30.465
H 2.821 45.945 -31.443
H 2.242 44.397 -31.052
H 2.493 44.738 -32.820
H 4.428 43.425 -32.089
H 4.748 45.145 -32.470
H 3.420 43.452 -29.615
H 4.762 42.384 -29.995
H 4.248 43.201 -27.458
H 5.923 43.200 -27.902
H 5.136 44.725 -28.001
H 6.591 43.942 -31.587
H 6.811 43.754 -29.902
H 8.104 45.574 -30.443
H 6.707 46.336 -29.603
H 6.769 46.418 -31.288
```

No. 2
Formula: C55H134N10O10
Source: the OMol25 dataset
Level of theory: ωB97M-V with the def2-TZVPD basis set

The calculation puts the highest occupied orbital energy at -7.96 eV. Its net charge is 0. For the energy above the lowest of the compared OMol25 structures with the same formula, charge and spin, the calculation gives 2.2779 eV. Its energy is -3475.52743 Eh. The structure (SMILES) is CC1(C)CCCC(C)(C)N1O.CC1(C)CCCC(C)(C)N1O.CC1(C)CCCC(C)(C)N1O.COC[C@H](C)N.COC[C@H](C)N.COC[C@H](C)N.COC[C@H](C)N.COC[C@H](C)N.COC[C@H](C)N.COC[C@H](C)N.

```
209
C55H134N10O10, DFT ωB97M-V with the def2-TZVPD basis set
C 19.040 18.087 11.513
C 17.770 18.521 10.732
C 17.839 20.058 10.464
C 17.689 17.785 9.377
C 17.366 16.321 9.578
C 16.088 16.103 10.309
C 16.023 16.916 11.602
C 14.616 17.056 12.081
C 16.766 16.135 12.738
N 16.505 18.254 11.421
O 16.596 18.811 12.753
H 19.336 17.098 11.220
H 19.875 18.842 11.464
H 18.756 18.025 12.554
H 17.046 20.428 9.849
H 17.762 20.516 11.417
H 18.843 20.360 10.141
H 16.808 18.270 8.922
H 18.569 17.817 8.844
H 17.371 15.950 8.576
H 18.180 15.842 10.059
H 15.905 15.045 10.479
H 15.289 16.379 9.607
H 14.247 15.999 12.204
H 13.988 17.563 11.393
H 14.536 17.588 13.038
H 16.459 16.517 13.730
H 17.855 16.115 12.627
H 16.363 15.108 12.739
H 15.765 19.290 12.865
C 16.463 21.533 15.039
C 17.146 21.512 16.401
C 18.441 22.399 16.288
C 16.249 22.103 17.471
C 15.251 21.070 18.028
C 15.966 19.838 18.545
C 16.773 19.160 17.416
C 17.666 18.048 17.919
C 15.706 18.564 16.422
N 17.659 20.190 16.847
O 18.348 19.565 15.778
H 16.448 22.604 14.711
H 16.900 20.975 14.224
H 15.458 21.189 15.173
H 18.085 23.437 16.193
H 18.981 22.290 17.206
H 19.099 22.190 15.508
H 16.865 22.522 18.237
H 15.787 22.955 17.015
H 14.630 21.630 18.682
H 14.549 20.784 17.170
H 15.266 19.161 19.013
H 16.665 20.170 19.241
H 18.217 18.417 18.777
H 18.324 17.598 17.204
H 16.978 17.291 18.282
H 15.153 17.756 16.926
H 16.179 18.073 15.567
H 15.108 19.356 16.006
H 19.298 19.642 15.933
C 18.275 12.644 14.366
C 18.655 13.325 15.700
C 20.067 13.878 15.786
C 17.704 14.476 15.993
C 16.330 14.001 16.246
C 16.339 13.095 17.478
C 17.318 11.942 17.373
C 17.637 11.293 18.747
C 16.719 10.926 16.368
N 18.619 12.538 16.941
O 19.609 11.455 16.935
H 18.722 13.200 13.593
H 18.552 11.598 14.312
H 17.230 12.786 14.101
H 20.112 14.542 16.635
H 20.773 13.096 15.873
H 20.390 14.503 14.954
H 18.075 14.917 16.932
H 17.932 15.295 15.264
H 15.627 14.865 16.420
H 15.917 13.518 15.417
H 15.351 12.660 17.602
H 16.616 13.678 18.399
H 16.770 11.238 19.450
H 18.555 11.585 19.289
H 17.834 10.220 18.584
H 15.738 10.627 16.683
H 17.304 10.000 16.332
H 16.570 11.195 15.332
H 19.029 10.636 16.841
C 17.876 24.538 12.952
O 16.899 25.585 12.893
C 15.571 25.086 12.936
C 14.649 26.096 13.660
C 15.171 26.400 15.035
N 13.248 25.579 13.721
H 18.812 25.026 12.834
H 17.674 23.814 12.123
H 17.917 23.911 13.870
H 15.285 24.932 11.914
H 15.518 24.073 13.298
H 14.542 26.979 13.006
H 16.197 26.660 15.020
H 15.123 25.459 15.626
H 14.520 27.222 15.514
H 12.697 25.888 14.495
H 13.320 24.524 13.874
C 12.365 23.210 21.259
O 13.639 23.113 20.602
C 14.124 24.366 20.344
C 13.212 25.214 19.339
C 13.087 24.425 18.049
N 13.880 26.438 19.159
H 11.520 23.469 20.609
H 12.322 23.921 22.024
H 12.167 22.154 21.474
H 14.214 24.916 21.284
H 15.078 24.319 19.915
H 12.176 25.228 19.649
H 12.403 24.993 17.368
H 12.674 23.407 18.155
H 14.095 24.451 17.596
H 13.592 27.204 19.823
H 13.792 26.756 18.216
C 15.706 18.224 23.884
O 16.878 18.922 23.548
C 16.656 20.304 23.269
C 16.858 20.672 21.791
C 18.268 20.361 21.274
N 16.650 22.077 21.551
H 15.091 18.748 24.590
H 16.062 17.294 24.294
H 15.063 18.060 23.011
H 15.677 20.560 23.453
H 17.209 20.979 23.839
H 16.116 20.174 21.186
H 18.347 20.571 20.229
H 18.500 19.275 21.428
H 18.970 20.952 21.907
H 17.387 22.586 22.093
H 15.743 22.362 21.951
C 12.203 16.418 15.820
O 11.587 17.492 16.483
C 10.459 18.141 15.811
C 10.499 19.645 16.186
C 10.494 20.028 17.632
N 9.482 20.279 15.332
H 11.530 15.828 15.200
H 12.667 15.702 16.514
H 12.985 16.711 15.182
H 10.569 18.046 14.756
H 9.524 17.694 16.057
H 11.521 19.946 15.898
H 10.764 21.064 17.856
H 11.304 19.465 18.052
H 9.551 19.771 18.086
H 9.431 21.286 15.533
H 9.809 20.251 14.381
C 21.544 12.228 19.189
O 20.565 12.556 20.174
C 20.812 13.919 20.707
C 20.017 14.983 20.052
C 20.395 16.371 20.539
N 18.525 14.813 20.136
H 22.481 12.248 19.680
H 21.515 13.022 18.360
H 21.243 11.281 18.801
H 20.532 13.780 21.781
H 21.878 14.203 20.668
H 20.296 14.932 18.996
H 20.008 16.507 21.533
H 19.881 17.093 19.925
H 21.456 16.533 20.539
H 18.280 13.827 19.973
H 18.240 15.024 21.047
C 12.245 22.516 15.401
O 11.725 21.979 14.234
C 12.590 21.029 13.580
C 13.629 21.787 12.731
C 13.018 22.497 11.561
N 14.646 20.818 12.301
H 12.374 21.693 16.100
H 11.456 23.212 15.679
H 13.167 23.085 15.285
H 13.094 20.424 14.268
H 11.939 20.491 12.875
H 14.148 22.547 13.367
H 12.542 21.898 10.797
H 13.734 23.061 11.000
H 12.343 23.274 11.917
H 14.174 20.247 11.672
H 15.373 21.270 11.824
C 20.753 20.147 18.157
O 20.897 19.810 16.782
C 21.944 20.437 16.070
C 22.079 19.906 14.629
C 23.489 20.110 14.077
N 21.268 20.789 13.869
H 20.982 19.330 18.843
H 19.654 20.281 18.321
H 21.378 21.008 18.371
H 21.774 21.490 15.859
H 22.940 20.332 16.538
H 21.870 18.798 14.670
H 23.385 19.867 13.013
H 24.224 19.404 14.485
H 23.824 21.162 14.224
H 20.349 21.008 14.209
H 21.314 20.835 12.807
```

> What is the formula in the first record?

C55H120Cl4N10